DFT (wB97M-V/def2-TZVPD) results for a molecular structure, C35H40N4P2Re.

Geometry (Å):
Re: 1.12034 0.52903 1.18680
C: 1.85403 -1.76321 2.76028
C: 1.82357 -1.62982 1.36123
C: 0.72307 -2.28359 0.55058
C: -0.67369 -1.87614 1.02646
C: -0.82273 -0.40660 1.34500
C: -0.49705 0.21845 2.59806
C: -0.21618 -0.59874 3.85614
C: 0.67601 -1.87849 3.64470
C: 1.85239 2.13492 0.16890
H: 2.78518 -1.52564 3.26423
H: 2.81009 -1.63129 0.85466
H: 0.83660 -3.38714 0.57989
H: 0.92752 -2.01051 -0.51141
H: -1.39880 -2.11096 0.23825
H: -0.97930 -2.52963 1.85611
H: -1.54959 0.12855 0.71947
H: -0.94426 1.20698 2.80830
H: -1.16944 -0.93036 4.30708
H: 0.26527 0.03417 4.62003
H: 1.11353 -2.11439 4.63813
H: 0.02583 -2.72572 3.37487
H: 2.42046 2.72517 0.91342
H: 1.08372 2.75786 -0.30871
H: 2.53703 1.66148 -0.56632
P: -0.97773 1.80706 -1.09264
P: -0.13630 -1.66631 -2.40627
N: -2.59116 2.35955 -0.55951
N: -1.00536 3.17599 -2.48960
N: -1.74898 -2.40137 -2.59315
N: 0.54680 -2.42245 -3.84675
C: -1.65050 0.57961 -2.25638
C: -0.55671 -0.07066 -3.12500
C: -2.70902 3.37170 0.39971
C: -4.04348 3.72787 0.50380
C: -4.77921 2.93740 -0.42903
C: -3.86513 2.12009 -1.08522
C: -0.06490 4.18566 -2.61900
C: -0.36645 4.98185 -3.73225
C: -1.55537 4.44597 -4.30690
C: -1.93673 3.36471 -3.50787
C: -2.21165 -3.43164 -1.76345
C: -3.56759 -3.61905 -1.96779
C: -3.97345 -2.69856 -2.98839
C: -2.83470 -1.99271 -3.38276
C: 0.24170 -3.64451 -4.46241
C: 0.92247 -3.72778 -5.67243
C: 1.71952 -2.53580 -5.80092
C: 1.46816 -1.76067 -4.66912
H: -2.41809 0.96725 -2.93269
H: -2.16312 -0.14427 -1.61045
H: -0.90805 -0.17771 -4.16377
H: 0.37161 0.51811 -3.14563
H: -1.81482 3.73294 0.88856
H: -4.44787 4.48034 1.16380
H: -5.84181 2.94673 -0.61523
H: -4.02319 1.37717 -1.85505
H: 0.74329 4.25651 -1.90881
H: 0.19951 5.83586 -4.08152
H: -2.08330 4.79422 -5.19429
H: -2.79746 2.71541 -3.62115
H: -1.53568 -3.92348 -1.07910
H: -4.20525 -4.30954 -1.43433
H: -4.97419 -2.56684 -3.37843
H: -2.74069 -1.22573 -4.12753
H: -0.47145 -4.31093 -4.00601
H: 0.87449 -4.54232 -6.38602
H: 2.40275 -2.29463 -6.59828
H: 1.86444 -0.80863 -4.37701
C: 2.28858 0.95795 2.73454
C: 3.00936 0.99673 3.79290
C: 3.79070 0.68314 4.96595
C: 4.10071 -0.69092 5.21825
C: 4.59354 -1.13605 6.44294
C: 4.93665 -0.22880 7.45258
C: 4.81579 1.14494 7.18800
C: 4.26986 1.59206 5.97327
H: 3.91812 -1.43258 4.44254
H: 4.69747 -2.21010 6.62893
H: 5.28211 -0.59500 8.42414
H: 5.13767 1.85407 7.96614
H: 4.20052 2.66378 5.79993

Atoms 1-6, force components in eV/Å:
0.75 -0.26 1.69
-0.40 1.93 -1.55
0.68 -1.28 0.40
0.43 -0.34 -0.24
-0.78 -0.79 -0.34
0.51 0.61 0.13

Results
- spin multiplicity = 4
- HOMO level (alpha / beta) (eV) = -12.3 / -12.3
- E_tot (hartree) = -2336.77056
- LUMO energy (alpha / beta) (Eh) = -0.25351 / -0.36839
- strongest force on any atom (hartree/bohr) = 0.126
- total charge = +2

DFT (wB97M-V/def2-TZVPD) results for a molecular structure, C35H41IN8O4SiZr.

Geometry (Å):
Zr: -0.12058 -0.19672 1.47750
C: -1.60813 4.38889 2.19830
C: -0.23609 4.01324 2.60339
N: 0.59798 4.98316 2.88331
C: 1.71785 4.75369 3.58065
C: 2.20503 3.49258 3.87553
C: 3.46041 3.36948 4.71381
O: 3.19136 2.61898 5.91423
C: 1.32826 2.38369 3.57778
C: 1.52403 1.05063 4.06811
N: 0.85267 0.01560 3.52190
C: 0.91885 -1.29364 4.05503
C: 2.14187 -1.88250 4.41182
C: 2.21012 -3.17525 4.88430
C: 1.06794 -3.90226 5.10342
C: -0.17150 -3.34560 4.74092
C: -0.24874 -2.04175 4.26512
I: -2.17779 -1.16330 3.75292
C: 0.23257 2.67733 2.73310
O: -0.47230 1.79330 1.99833
H: -1.62271 4.57856 1.11661
H: -2.30868 3.59255 2.37886
H: -1.83139 5.34959 2.73716
H: 2.19154 5.66235 3.91876
H: 4.24903 2.85124 4.16194
H: 3.79562 4.42625 4.90736
H: 3.17950 3.23774 6.67702
H: 2.10841 0.95427 4.99548
H: 3.01063 -1.24993 4.21058
H: 3.17524 -3.60201 5.16103
H: 1.07572 -4.87219 5.59135
H: -1.05542 -3.95875 4.88076
N: -3.48541 -2.19078 0.11940
C: -3.43301 -1.45606 -1.15635
C: -4.82681 -0.92385 -1.61256
C: -4.88832 -0.30164 -3.02607
C: -4.43702 -1.12792 -4.26774
N: -2.99180 -0.99430 -4.49249
C: -2.35240 -1.48551 -5.56454
N: -3.01677 -2.24309 -6.44877
N: -1.02216 -1.32607 -5.68866
C: -2.34068 -0.36971 -1.05774
O: -2.04465 0.32247 -2.03575
O: -1.64459 -0.33533 0.09012
H: -4.26362 -2.86571 0.09809
H: -3.71039 -1.55949 0.89778
H: -3.02460 -2.10112 -1.97438
H: -5.09422 -0.13766 -0.85834
H: -5.51680 -1.77504 -1.56560
H: -4.27265 0.62030 -2.99323
H: -5.95748 -0.03036 -3.21638
H: -4.93676 -0.68547 -5.15007
H: -4.79210 -2.18911 -4.25686
H: -2.47929 -0.44942 -3.81291
H: -4.02068 -2.39202 -6.43676
H: -2.53542 -2.66028 -7.22539
H: -0.56219 -0.59423 -5.12078
H: -0.57421 -1.52785 -6.56191
N: -0.91251 -3.21708 0.93459
C: -0.50824 -4.50986 0.80366
C: 0.91329 -4.50494 0.91010
C: 1.27494 -3.18033 1.08582
N: 0.15677 -2.37247 1.15249
H: -1.83207 -2.79392 0.64473
H: -1.19672 -5.32109 0.65490
H: 1.62281 -5.33778 0.83628
H: 2.26819 -2.77943 1.25281
C: 1.09606 5.09445 -2.19053
C: 0.14837 4.11208 -2.50794
C: 0.32372 2.78422 -2.13884
C: 1.39422 2.41555 -1.28203
C: 2.27908 3.45809 -0.90921
C: 2.17836 4.77467 -1.36156
Si: 1.79390 0.70957 -0.41836
C: 2.56940 -0.40687 -1.75305
C: 1.88108 -0.87856 -2.87995
C: 2.42360 -1.93680 -3.64324
C: 3.75050 -2.30670 -3.42770
C: 4.46982 -1.79654 -2.34806
C: 3.87717 -0.83987 -1.52739
H: 0.98455 6.05915 -2.63340
H: -0.68783 4.39790 -3.12764
H: -0.44098 2.08584 -2.44501
H: 3.07226 3.26700 -0.17757
H: 2.92828 5.51328 -1.10149
H: 3.02335 1.05126 0.38701
H: 0.93996 -0.41264 -3.16203
H: 1.86783 -2.41963 -4.43304
H: 4.22239 -3.01666 -4.08720
H: 5.48906 -2.10400 -2.12750
H: 4.47211 -0.31784 -0.75816

Atoms 1-6, force components in eV/Å:
-0.88 2.75 -0.89
0.14 1.00 -0.59
1.40 0.15 0.26
-0.94 0.41 0.97
0.62 -0.69 -0.68
-1.14 0.18 1.26

Results
- HOMO level (eV) = -12.3
- E_tot (hartree) = -2731.19075
- LUMO energy (Eh) = -0.21227
- strongest force on any atom (hartree/bohr) = 0.059
- total charge = +2

DFT (wB97M-V/def2-TZVPD) results for a molecular structure, C35H41N2P2SSi2TeV.

Geometry (Å):
V: -0.26748 0.63448 -0.06663
C: 0.89851 3.14851 -2.11992
Si: 2.14536 1.76395 -2.07779
C: 3.62097 2.24348 -1.04985
C: 2.62950 1.11684 -3.74622
N: 1.20124 0.47346 -1.21107
P: 1.64429 -0.86961 -0.33312
C: 0.44654 -0.67606 0.96805
P: -0.14617 0.29884 2.32357
N: -0.93371 1.47353 1.42429
Si: -2.19176 2.67749 1.98756
C: -3.70289 1.68853 2.41844
C: -2.45145 3.79177 0.51956
C: -1.45513 3.58228 3.43440
C: 1.17545 1.02373 3.26878
C: 1.76397 2.20880 2.82743
C: 2.87119 2.71359 3.48740
C: 3.39066 2.03834 4.58585
C: 2.80731 0.85780 5.02745
C: 1.70002 0.34410 4.37015
C: -1.23099 -0.64506 3.35887
C: -1.84479 -1.79273 2.85802
C: -2.76040 -2.47758 3.63906
C: -3.05816 -2.02055 4.91595
C: -2.44364 -0.88102 5.41992
C: -1.52979 -0.18810 4.64414
C: 1.30119 -2.35895 -1.23151
C: 1.26997 -2.30647 -2.62334
C: 1.05663 -3.47303 -3.34226
C: 0.87557 -4.67373 -2.66887
C: 0.90663 -4.72032 -1.28024
C: 1.12519 -3.56243 -0.55333
C: 3.34945 -0.84481 0.17098
C: 4.27569 -1.26860 -0.78722
C: 5.62767 -1.23515 -0.49391
C: 6.05384 -0.79884 0.75479
C: 5.13196 -0.40232 1.71304
C: 3.77658 -0.42360 1.42560
H: 1.33593 4.06448 -2.52094
H: 0.56629 3.39514 -1.10280
H: 0.01936 2.90958 -2.72422
H: 3.92028 3.25319 -1.34245
H: 4.47970 1.58798 -1.19512
H: 3.39543 2.26541 0.01891
H: 3.06239 1.92423 -4.34089
H: 1.78182 0.71437 -4.30134
H: 3.39519 0.34244 -3.66161
H: -3.83430 0.85133 1.72872
H: -4.58540 2.32629 2.32982
H: -3.67829 1.29649 3.43539
H: -3.27473 3.44124 -0.10362
H: -1.56538 3.88123 -0.11308
H: -2.70438 4.79865 0.85709
H: -1.11217 2.91808 4.22901
H: -2.22191 4.23026 3.86629
H: -0.61657 4.21417 3.13827
H: 1.35615 2.74566 1.97842
H: 3.32431 3.63628 3.15170
H: 4.25099 2.44034 5.10414
H: 3.21246 0.33922 5.88542
H: 1.25874 -0.58445 4.71028
H: -1.59673 -2.15755 1.86735
H: -3.23599 -3.36880 3.25410
H: -3.77025 -2.56104 5.52508
H: -2.67541 -0.53346 6.41706
H: -1.06073 0.70213 5.04444
H: 1.38346 -1.36193 -3.14130
H: 1.02392 -3.44631 -4.42260
H: 0.70628 -5.58258 -3.23054
H: 0.76183 -5.66176 -0.76851
H: 1.15262 -3.59854 0.53008
H: 3.94831 -1.63591 -1.75298
H: 6.34701 -1.56178 -1.23196
H: 7.11075 -0.78347 0.98430
H: 5.47119 -0.08244 2.68888
H: 3.06855 -0.11639 2.18117
Te: -2.16043 -0.76335 -1.03760
C: -2.19691 0.68947 -2.52724
C: -2.93105 1.85148 -2.54492
C: -2.77144 2.58182 -3.74624
C: -1.92735 1.96120 -4.62237
S: -1.33528 0.49077 -3.99872
H: -3.58100 2.15479 -1.73710
H: -3.26961 3.51595 -3.95694
H: -1.64499 2.29196 -5.60906

Atoms 1-6, force components in eV/Å:
-0.70 -0.71 -0.38
-0.03 -0.01 0.05
-0.14 -0.10 0.08
-0.05 0.05 0.00
0.02 0.00 0.04
0.28 0.00 0.15

Results
- HOMO level (eV) = -13.6
- E_tot (hartree) = -4339.33191
- LUMO energy (Eh) = -0.24270
- strongest force on any atom (hartree/bohr) = 0.021
- total charge = +2

DFT (wB97M-V/def2-TZVPD) results for a molecular structure, C35H42BrCsN4O2P2S3.

Geometry (Å):
Cs: -2.09069 -0.71963 -0.38211
O: -0.21962 -3.54493 -4.39733
C: -1.30249 -3.58491 -5.09048
C: -1.46657 -4.45596 -6.20477
C: -2.63662 -4.49771 -6.93411
C: -3.72600 -3.69013 -6.60672
C: -3.59863 -2.83472 -5.52023
C: -2.43316 -2.76681 -4.77503
C: -2.31895 -1.77286 -3.64078
O: -1.50712 -2.22976 -2.59342
N: -1.78331 -0.53078 -4.22130
N: -1.59809 0.51319 -3.41688
C: -0.77910 1.42396 -3.79061
C: -0.53971 2.64348 -3.03191
Br: -1.10162 2.66816 -1.21836
C: 0.10132 3.72668 -3.48871
C: 0.55335 3.95017 -4.87419
C: 1.77905 4.58324 -5.09541
C: 2.23420 4.83090 -6.37997
C: 1.46639 4.45967 -7.47576
C: 0.23703 3.85027 -7.27112
C: -0.21869 3.60378 -5.98463
H: -0.83000 -2.81875 -3.05838
H: -0.62781 -5.09525 -6.45685
H: -2.71129 -5.18125 -7.77488
H: -4.64727 -3.73546 -7.17342
H: -4.43079 -2.19575 -5.23622
H: -3.30752 -1.53587 -3.23269
H: -1.07237 -0.69472 -4.93018
H: -0.20641 1.31819 -4.71409
H: 0.33024 4.51856 -2.78559
H: 2.38265 4.87072 -4.24243
H: 3.19339 5.31209 -6.52651
H: 1.82114 4.64968 -8.48086
H: -0.37753 3.56870 -8.11694
H: -1.19088 3.15220 -5.83644
C: 1.38530 -1.82956 0.03898
P: 0.93714 -0.38125 1.08258
C: 0.84466 -1.16705 2.76622
N: 1.63743 -2.18933 2.93347
C: 1.69146 -2.79836 4.15147
C: 2.53161 -3.91358 4.34513
C: 2.61911 -4.49171 5.58293
C: 1.87194 -3.97731 6.66430
C: 1.04569 -2.90013 6.48947
C: 0.94062 -2.29427 5.21908
N: 0.09164 -1.25072 5.03451
C: -0.01520 -0.69436 3.85343
P: -1.50552 0.43662 3.91360
C: -1.54100 1.43867 2.37553
C: -0.99723 1.81732 5.14279
C: 0.10326 2.78095 4.70398
C: -2.30320 2.61265 5.31385
C: -0.62123 1.25970 6.51538
C: 2.59489 0.51105 1.18283
C: 3.81549 -0.37841 1.40704
C: 2.49903 1.52949 2.31508
C: 2.74998 1.26315 -0.14449
H: 2.19598 -2.39478 0.49286
H: 1.67732 -1.46178 -0.94676
H: 0.53336 -2.49555 -0.10351
H: 3.08594 -4.28583 3.49260
H: 3.25737 -5.35329 5.73654
H: 1.94546 -4.45131 7.63563
H: 0.44194 -2.49781 7.29288
H: -2.32111 2.18817 2.53176
H: -1.89025 0.83497 1.54464
H: -0.61181 1.94104 2.10542
H: -0.13166 3.28242 3.76421
H: 1.05875 2.26934 4.59071
H: 0.23246 3.55789 5.46805
H: -2.66256 3.02066 4.36709
H: -2.13704 3.45217 5.99899
H: -3.09366 1.98039 5.71983
H: 0.34663 0.75855 6.50212
H: -1.35742 0.53814 6.86997
H: -0.56929 2.09129 7.22963
H: 3.73128 -0.95357 2.32842
H: 4.71188 0.24977 1.47003
H: 3.96097 -1.08049 0.58496
H: 2.38604 1.03798 3.28399
H: 1.65050 2.20107 2.17221
H: 3.41016 2.13688 2.34988
H: 2.81819 0.57736 -0.99157
H: 3.66808 1.86070 -0.12511
H: 1.90483 1.93278 -0.31978
S: -5.08599 -3.17339 2.86481
C: -4.02113 -2.02344 2.25682
S: -2.29040 -2.35643 2.31946
S: -4.59725 -0.52584 1.58541

Atoms 1-6, force components in eV/Å:
-0.39 -0.05 -0.46
-0.03 0.15 0.06
-0.05 -0.06 0.10
0.02 0.02 -0.02
0.00 -0.01 -0.01
-0.01 0.00 0.00

Results
- HOMO level (eV) = -0.6
- E_tot (hartree) = -6199.87222
- LUMO energy (Eh) = 0.12310
- strongest force on any atom (hartree/bohr) = 0.017
- total charge = -2

DFT (wB97M-V/def2-TZVPD) results for a molecular structure, C35H42Cl2F5MoN6O2P.

Geometry (Å):
Mo: -0.28641 -0.46506 0.15912
O: -3.53539 0.38033 7.50777
C: -3.85902 0.56997 6.21819
O: -4.98767 0.75880 5.87773
C: -2.74122 0.50393 5.20905
C: -1.63556 -0.32294 5.36321
C: -0.68841 -0.41540 4.35340
C: -0.86494 0.32892 3.19839
C: -1.95304 1.17482 3.03755
C: -2.89343 1.25523 4.04714
N: 0.09571 0.22849 2.12649
C: 1.32562 0.47476 2.42560
C: 2.32387 0.50358 1.36894
C: 3.63886 0.85891 1.60884
C: 4.49597 1.00345 0.52428
C: 3.99591 0.80694 -0.75039
C: 2.66654 0.43902 -0.90827
N: 1.84344 0.26819 0.12477
H: -2.57928 0.39551 7.64536
H: -1.52566 -0.93769 6.24775
H: 0.14894 -1.09389 4.44960
H: -2.07156 1.75434 2.13103
H: -3.76474 1.88662 3.94301
H: 1.60732 0.73952 3.44101
H: 3.97731 1.03750 2.61973
H: 5.52891 1.28281 0.67652
H: 4.61960 0.92922 -1.62355
H: 2.25290 0.26741 -1.89128
Cl: -0.36069 -0.01734 -2.67036
C: -0.50352 1.73927 -2.44775
Cl: -0.48634 2.14810 -0.70174
H: -1.45372 2.06376 -2.85602
H: 0.35042 2.22195 -2.91033
N: -0.04688 -2.21482 0.04913
P: 0.21376 -3.84356 -0.04778
N: -1.13260 -4.45457 -0.73360
C: -1.21845 -5.86074 -1.18084
C: -2.01483 -5.93914 -2.47436
C: -3.37471 -5.21904 -2.34451
C: -3.58863 -4.69167 -0.93053
C: -2.43908 -3.79789 -0.48768
N: 0.60814 -4.34736 1.45323
C: 0.84468 -5.78778 1.67533
C: -0.30164 -6.42788 2.44390
C: -0.54332 -5.69295 3.75746
C: -0.78310 -4.21033 3.49462
C: 0.36509 -3.60797 2.69465
N: 1.45895 -4.27598 -1.00720
C: 2.84105 -4.34499 -0.51833
C: 3.59537 -3.06101 -0.86450
C: 3.13168 -2.52455 -2.22760
C: 2.63544 -3.66663 -3.10009
C: 1.36237 -4.24668 -2.48542
H: -1.68692 -6.46376 -0.39839
H: -0.21436 -6.25298 -1.31525
H: -2.14949 -6.98910 -2.73582
H: -1.42488 -5.49191 -3.27615
H: -4.18910 -5.89242 -2.60726
H: -3.42595 -4.38759 -3.05037
H: -3.71220 -5.51850 -0.22782
H: -4.50785 -4.10729 -0.87161
H: -2.54353 -3.56212 0.57546
H: -2.46564 -2.85922 -1.04775
H: 1.77711 -5.88489 2.24230
H: 1.00444 -6.27640 0.71357
H: -0.06978 -7.47884 2.62063
H: -1.20821 -6.39637 1.83038
H: 0.32987 -5.81464 4.40615
H: -1.38963 -6.12762 4.28844
H: -0.89483 -3.66128 4.43203
H: -1.71464 -4.07783 2.93805
H: 1.29004 -3.65143 3.28301
H: 0.17076 -2.56447 2.44809
H: 3.30843 -5.21086 -0.99142
H: 2.84013 -4.53198 0.55241
H: 4.66641 -3.27008 -0.87434
H: 3.42570 -2.31722 -0.07980
H: 3.92903 -1.96806 -2.72088
H: 2.29201 -1.83428 -2.08715
H: 3.40660 -4.43299 -3.19395
H: 2.41173 -3.33093 -4.11271
H: 1.17804 -5.25250 -2.86752
H: 0.50515 -3.62920 -2.76029
F: -2.99815 0.93642 -1.57370
C: -3.38976 0.20284 -0.50669
C: -2.45256 -0.42198 0.30443
C: -3.01366 -1.17954 1.32681
F: -2.19838 -1.85683 2.17038
C: -4.36881 -1.31112 1.56102
F: -4.81564 -2.06416 2.55920
C: -5.25996 -0.64724 0.72810
F: -6.56123 -0.75165 0.91945
C: -4.76120 0.11459 -0.31838
F: -5.59457 0.74084 -1.13869

Atoms 1-6, force components in eV/Å:
-0.20 -0.43 -0.02
0.07 0.01 0.00
-0.01 -0.04 -0.01
0.01 0.03 0.01
0.00 0.00 0.00
-0.01 0.03 -0.02

Results
- spin multiplicity = 3
- HOMO level (alpha / beta) (eV) = -13.4 / -14.0
- E_tot (hartree) = -3666.73367
- LUMO energy (alpha / beta) (Eh) = -0.25669 / -0.26448
- strongest force on any atom (hartree/bohr) = 0.010
- total charge = +2